Entry 1:
# C14H25N2O5

An isolated ion of composition C14H25N2O5 and charge +1 (wB97M-V/def2-TZVPD, the Open Molecules 2025 dataset).

Results
energy relative to the best compared isomer or geometry (same formula, charge and spin)	0.0000	eV
SMILES string	CCO[C@@H]1[NH+]=C(CNC)[C@H](CCC(=O)O)[C@H]1COC(C)=O
HOMO	-0.4605	hartree
net charge	+1

Element x y z (Å)
C (3.2958, 2.5284, 1.5862)
C (2.1909, 2.1542, 2.5605)
O (1.9099, 0.7421, 2.5499)
C (0.8743, 0.2923, 1.7635)
N (1.0767, -1.1723, 1.6426)
C (0.6211, -1.6755, 0.5459)
C (0.8993, -3.1219, 0.2339)
N (0.3228, -3.6474, -0.9756)
C (1.3049, -4.0743, -1.9736)
C (-0.0735, -0.5723, -0.2002)
C (-0.3810, -0.7136, -1.6877)
C (-1.8530, -0.4729, -1.9948)
C (-2.7547, -1.4574, -1.2731)
O (-2.3518, -2.3063, -0.5316)
O (-4.0708, -1.3333, -1.5139)
C (0.7729, 0.6436, 0.2719)
C (0.1978, 1.9846, -0.1124)
O (-1.1075, 2.0704, 0.4617)
C (-1.8308, 3.1651, 0.0747)
C (-3.2469, 3.1032, 0.5613)
O (-1.3486, 4.0295, -0.5955)
H (3.8876, 3.3528, 1.9797)
H (2.9319, 2.8072, 0.5973)
H (3.9663, 1.6761, 1.4690)
H (1.2642, 2.7100, 2.3928)
H (2.5048, 2.3639, 3.5803)
H (-0.1023, 0.4313, 2.2522)
H (1.5956, -1.6899, 2.3439)
H (0.5975, -3.6892, 1.1215)
H (1.9968, -3.1943, 0.1996)
H (-0.2996, -4.4124, -0.7616)
H (1.6923, -3.2128, -2.5237)
H (2.1523, -4.6198, -1.5418)
H (0.8163, -4.7277, -2.6925)
H (-1.0197, -0.4617, 0.3496)
H (0.2030, 0.0043, -2.2680)
H (-0.1130, -1.7137, -2.0156)
H (-2.0380, -0.5352, -3.0691)
H (-2.1560, 0.5351, -1.6828)
H (-4.2701, -0.5183, -1.9910)
H (1.7806, 0.5393, -0.1477)
H (0.8237, 2.8040, 0.2354)
H (0.1406, 2.0803, -1.1986)
H (-3.8600, 2.6459, -0.2169)
H (-3.6035, 4.1191, 0.7085)
H (-3.3392, 2.5393, 1.4859)

Atomic forces in eV per Å
C 0.031 -0.178 -0.052
C -0.085 0.116 0.138
O 0.248 -0.106 -0.195
C -0.154 -0.134 0.139
N 0.079 -0.010 -0.121
C 0.035 0.056 0.048
C -0.101 0.022 -0.091
N 0.259 -0.346 0.046
C -0.018 0.044 -0.005
C -0.025 0.120 0.084
C 0.085 0.038 -0.142
C -0.101 0.148 0.174
C -0.064 0.150 -0.279
O 0.018 -0.187 0.188
O -0.040 0.044 0.194
C 0.122 -0.191 -0.036
C 0.004 -0.012 0.096
O -0.143 -0.072 -0.096
C 0.018 -0.047 0.131
C 0.067 0.188 0.064
O 0.034 0.029 -0.111
H -0.073 0.089 -0.041
H -0.005 0.008 0.015
H 0.041 0.033 0.049
H 0.031 0.022 0.000
H 0.010 -0.060 0.018
H 0.038 0.210 -0.027
H -0.065 0.067 0.075
H -0.038 -0.008 -0.026
H -0.013 0.017 0.065
H -0.149 0.154 0.001
H 0.031 -0.001 0.042
H -0.006 0.005 -0.012
H -0.018 0.027 -0.024
H -0.026 -0.140 -0.076
H 0.107 -0.043 0.071
H -0.025 0.020 -0.037
H -0.023 -0.040 0.015
H 0.037 -0.009 -0.062
H 0.029 -0.089 -0.165
H -0.018 0.181 -0.044
H -0.058 0.048 0.023
H -0.048 -0.019 0.001
H -0.008 -0.061 0.055
H -0.023 0.003 -0.024
H 0.005 -0.084 -0.064

***

Entry 2:
# C14H25N3O10P

A 2-piece molecular cluster, C14H25N3O10P overall in a non-equilibrium geometry (wB97M-V/def2-TZVPD, the Open Molecules 2025 dataset).

Results
HOMO	-0.1738	hartree
net charge	-1

Element x y z (Å)
O (0.2967, 5.8023, 1.1614)
O (-4.1737, -3.2504, 1.4822)
O (1.4337, -2.9493, 2.7056)
O (0.5660, 0.5875, -0.7735)
O (-1.0027, 3.2685, -2.3776)
O (2.7298, -2.2388, -0.6020)
O (-0.9346, 0.6222, 0.8523)
O (-2.7435, -4.8040, 2.2792)
O (-0.2533, -4.1855, 3.6141)
O (1.9947, -4.3149, 0.3030)
C (1.3407, 5.5996, 0.5563)
C (-3.0504, -3.5673, 1.8223)
C (0.2985, -3.4026, 2.6500)
C (-0.0268, 1.1530, 0.1722)
C (-0.6669, 3.8261, -1.3353)
N (-1.4191, 4.7882, -0.7904)
N (1.9520, -3.7409, -3.3383)
N (1.5601, 4.5843, -0.2777)
C (2.5060, 6.5402, 0.7481)
C (-2.7069, 5.2355, -1.3104)
C (0.1274, -4.8806, -2.2387)
C (-1.9309, -2.5341, 1.7475)
C (-0.5554, -3.1632, 1.3799)
C (0.4421, 2.5540, 0.5734)
C (0.1459, -2.2620, 0.3301)
C (0.9048, -3.5598, -2.2859)
C (0.6663, 3.4638, -0.6460)
P (1.4990, -3.0545, -0.5424)
H (-3.5861, -5.2856, 2.2235)
H (-1.1292, -4.4743, 3.3018)
H (2.4260, -3.8315, 1.0323)
H (-1.0684, 5.1994, 0.0688)
H (2.6235, -4.4590, -3.0609)
H (2.4438, -2.8550, -3.4977)
H (2.4765, 4.5388, -0.6870)
H (2.2112, 7.3307, 1.4360)
H (3.3441, 5.9854, 1.1657)
H (2.7831, 6.9690, -0.2121)
H (-3.1799, 5.9132, -0.5995)
H (-3.3503, 4.3682, -1.4690)
H (-2.5597, 5.7433, -2.2643)
H (-0.7232, -4.8024, -1.5552)
H (-0.2533, -5.1296, -3.2346)
H (0.7749, -5.6954, -1.8997)
H (-2.2196, -1.7842, 1.0026)
H (-1.8612, -2.0023, 2.7011)
H (-0.7162, -4.1396, 0.9109)
H (1.3835, 2.4476, 1.1161)
H (-0.2841, 3.0143, 1.2463)
H (-0.5497, -1.8919, -0.4262)
H (0.5721, -1.3877, 0.8260)
H (0.2302, -2.7575, -2.6046)
H (1.2124, 2.8687, -1.3797)

Atomic forces in eV per Å
O -0.462 -0.047 0.158
O 0.683 -1.178 0.477
O -1.773 -0.991 0.900
O 0.300 0.624 -0.136
O 0.260 0.071 0.425
O -0.005 0.897 -0.682
O -0.423 0.287 0.615
O -0.251 0.063 -0.102
O 0.360 0.637 -0.516
O -1.000 -1.370 0.273
C 0.015 0.373 0.503
C -0.881 2.395 -0.683
C 1.426 0.552 -1.375
C -0.095 -1.359 -0.443
C 0.018 -0.157 -1.354
N -0.253 0.787 1.113
N -0.416 0.751 0.808
N -0.161 -0.252 -0.889
C 0.009 -0.035 0.024
C 0.584 -0.622 -0.123
C -0.213 0.218 0.105
C 0.273 -0.967 -0.003
C -0.254 0.484 -0.143
C -0.414 0.457 -0.088
C -0.090 -0.627 0.727
C 0.546 -1.130 0.132
C 0.071 -0.444 0.609
P 1.600 1.376 -1.420
H 0.165 -0.147 0.148
H 0.167 -0.066 0.130
H 0.193 -0.457 0.148
H -0.080 -0.007 -0.027
H -0.151 0.444 0.044
H -0.047 -0.554 0.312
H 0.016 0.010 -0.060
H 0.021 -0.089 -0.081
H 0.188 0.085 -0.036
H 0.200 0.082 -0.032
H 0.167 -0.061 0.002
H -0.057 0.106 -0.077
H -0.164 0.024 -0.063
H 0.020 -0.119 0.025
H 0.075 0.070 0.134
H -0.078 0.076 0.010
H 0.033 -0.188 0.259
H -0.136 -0.023 -0.034
H -0.079 -0.116 0.252
H 0.071 -0.004 -0.080
H 0.051 -0.096 0.034
H -0.077 0.114 0.268
H -0.071 0.041 -0.300
H 0.236 0.031 0.110
H -0.115 0.054 0.002

***

Entry 3:
# C14H25N3O2S

One molecule with the formula C14H25N3O2S (wB97M-V/def2-TZVPD, the Open Molecules 2025 dataset).

Results
energy relative to the best compared isomer or geometry (same formula, charge and spin)	0.3228	eV
SMILES string	CSCCC(=O)N1CCN(CC(=O)N2CCCC2)CC1
HOMO	-0.3057	hartree
net charge	0

Element x y z (Å)
C (-0.6535, -6.8093, 2.5410)
S (0.2193, -5.4547, 3.3786)
C (1.0146, -4.6649, 1.9443)
C (0.0655, -3.7416, 1.1958)
C (0.7421, -3.2060, -0.0614)
O (1.8561, -3.5695, -0.3912)
N (0.0228, -2.3427, -0.8134)
C (-1.2640, -1.7669, -0.5066)
C (-1.1102, -0.2669, -0.2378)
N (-0.5298, 0.3570, -1.4153)
C (-0.5642, 1.8019, -1.3960)
C (0.2355, 2.4772, -0.2777)
O (0.8547, 1.8611, 0.5718)
N (0.2087, 3.8236, -0.2891)
C (-0.5210, 4.6806, -1.2010)
C (-0.0897, 6.0951, -0.8096)
C (0.2218, 5.9594, 0.6796)
C (0.8843, 4.5893, 0.7487)
C (0.7879, -0.2003, -1.6826)
C (0.6431, -1.6973, -1.9525)
H (-1.3988, -6.4100, 1.8587)
H (-1.1395, -7.3940, 3.3146)
H (0.0658, -7.4232, 2.0059)
H (1.8584, -4.1019, 2.3397)
H (1.3957, -5.4491, 1.2916)
H (-0.8373, -4.2861, 0.9063)
H (-0.2205, -2.9143, 1.8479)
H (-1.7235, -2.2550, 0.3497)
H (-1.9122, -1.9028, -1.3809)
H (-2.0943, 0.1737, -0.0587)
H (-0.4858, -0.1185, 0.6550)
H (-0.1863, 2.1557, -2.3607)
H (-1.6111, 2.1135, -1.3100)
H (-1.6021, 4.5503, -1.0635)
H (-0.2792, 4.4510, -2.2422)
H (0.8139, 6.3727, -1.3532)
H (-0.8622, 6.8321, -1.0177)
H (-0.7024, 5.9613, 1.2585)
H (0.8687, 6.7515, 1.0489)
H (1.9551, 4.6512, 0.5239)
H (0.7671, 4.0858, 1.7096)
H (1.2008, 0.2900, -2.5672)
H (1.4753, -0.0483, -0.8385)
H (1.6190, -2.1574, -2.1100)
H (0.0115, -1.8535, -2.8334)

Atomic forces in eV per Å
C 0.273 0.485 0.099
S 0.054 -0.077 -0.063
C -0.339 -0.175 0.287
C 0.406 -0.110 -0.100
C -0.371 -0.181 0.197
O 0.347 -0.120 0.087
N -0.016 0.271 -0.354
C -0.256 0.256 0.256
C -0.184 -0.299 0.021
N 0.075 0.249 0.132
C 0.037 -0.315 0.067
C -0.139 0.073 -0.226
O 0.130 -0.257 0.135
N 0.142 0.277 0.192
C -0.361 0.055 -0.423
C -0.075 -0.063 0.062
C 0.082 -0.091 -0.134
C 0.205 -0.060 0.368
C 0.054 -0.293 -0.143
C 0.403 0.136 -0.179
H -0.103 -0.107 -0.068
H -0.072 -0.086 0.014
H -0.035 -0.117 -0.050
H 0.048 -0.065 -0.080
H 0.101 0.099 0.012
H -0.054 0.103 0.056
H -0.125 -0.040 -0.034
H 0.025 -0.028 -0.040
H -0.027 -0.013 0.109
H -0.011 -0.010 0.031
H -0.091 -0.004 -0.047
H -0.090 0.092 0.042
H 0.057 0.102 -0.075
H 0.046 0.052 -0.086
H -0.082 0.040 0.039
H 0.012 0.023 -0.040
H 0.011 0.022 -0.078
H -0.019 0.009 0.046
H -0.012 0.028 0.062
H -0.033 0.002 0.103
H 0.079 0.067 -0.070
H 0.032 -0.005 -0.004
H -0.024 0.005 -0.094
H -0.146 0.055 -0.035
H 0.046 0.016 0.006

***

Entry 4:
# C14H25N3O3S

One molecule with the formula C14H25N3O3S (wB97M-V/def2-TZVPD, the Open Molecules 2025 dataset).

Results
energy relative to the best compared isomer or geometry (same formula, charge and spin)	0.1521	eV
SMILES string	C/C(C[C@@H]1C[C@@H](COCCC(C)C)OC1=O)=N\NC(N)=S
HOMO	-0.3073	hartree
net charge	0

Element x y z (Å)
C (2.4272, 1.5902, 2.6146)
C (2.5658, 0.1239, 2.3263)
C (1.4808, -0.8099, 2.7744)
C (0.3547, -0.9181, 1.7233)
C (0.8457, -1.3202, 0.3365)
C (0.7970, -0.0190, -0.4789)
C (0.1806, -0.1987, -1.8813)
O (-0.9079, -1.0811, -1.9309)
C (-2.1585, -0.5923, -1.4602)
C (-2.7749, 0.4711, -2.3706)
C (-4.2360, 0.8105, -2.0428)
C (-5.1774, -0.3621, -2.3112)
C (-4.3965, 1.3096, -0.6080)
O (0.0277, 0.9126, 0.2820)
C (-0.2699, 0.4550, 1.5001)
O (-0.9283, 1.0743, 2.2856)
N (3.5351, -0.4107, 1.6936)
N (4.5520, 0.3262, 1.2048)
C (5.5711, -0.2560, 0.5168)
N (5.4905, -1.5860, 0.3377)
S (6.7910, 0.6779, -0.0768)
H (1.4926, 1.7980, 3.1254)
H (3.2512, 1.9294, 3.2451)
H (2.4499, 2.1714, 1.6908)
H (1.9006, -1.8051, 2.9265)
H (1.0474, -0.4546, 3.7102)
H (-0.4076, -1.5947, 2.1152)
H (1.8559, -1.7223, 0.3638)
H (0.1797, -2.0506, -0.1243)
H (1.7934, 0.4226, -0.6069)
H (0.9401, -0.6480, -2.5266)
H (-0.0764, 0.7913, -2.2730)
H (-2.0654, -0.2064, -0.4405)
H (-2.7880, -1.4844, -1.4442)
H (-2.1894, 1.3903, -2.2949)
H (-2.7105, 0.1143, -3.4015)
H (-4.5210, 1.6266, -2.7181)
H (-5.0382, -0.7447, -3.3197)
H (-6.2111, -0.0404, -2.2068)
H (-5.0059, -1.1718, -1.6066)
H (-3.6810, 2.0988, -0.3899)
H (-4.2451, 0.5026, 0.1043)
H (-5.3985, 1.7059, -0.4596)
H (4.6040, 1.3338, 1.3278)
H (6.2733, -2.0643, -0.0701)
H (4.7801, -2.0950, 0.8388)

Atomic forces in eV per Å
C 0.186 -0.021 -0.136
C 0.183 0.041 0.057
C -0.131 -0.078 -0.082
C 0.078 0.052 -0.012
C -0.072 -0.028 -0.080
C 0.285 -0.508 -0.732
C 0.237 0.157 0.368
O -0.029 -0.078 -0.082
C -0.240 0.066 -0.115
C 0.060 -0.104 0.148
C 0.051 -0.043 0.033
C 0.130 0.251 -0.043
C -0.003 0.039 -0.284
O -0.222 0.512 -0.138
C -0.209 -0.506 0.526
O -0.024 0.156 0.013
N -0.174 -0.690 0.128
N -0.246 0.657 0.223
C 0.098 -0.228 -0.191
N -0.309 0.033 0.280
S 0.427 0.304 -0.183
H -0.034 0.045 0.009
H 0.047 0.056 0.030
H -0.007 0.095 -0.034
H -0.016 0.051 0.026
H 0.014 -0.042 0.039
H -0.006 0.140 -0.049
H -0.014 -0.027 -0.046
H 0.044 0.037 0.068
H -0.099 -0.057 0.017
H 0.028 0.129 0.054
H 0.061 -0.040 -0.039
H -0.058 -0.078 -0.025
H -0.027 0.105 0.098
H 0.030 0.025 -0.061
H 0.051 0.006 -0.030
H 0.028 -0.057 0.048
H -0.031 -0.099 -0.116
H -0.128 -0.034 0.017
H -0.020 -0.139 0.074
H 0.078 0.102 0.102
H 0.018 -0.081 0.144
H -0.097 0.030 0.086
H 0.058 -0.234 -0.073
H 0.002 0.129 0.001
H 0.003 -0.047 -0.039

***

Entry 5:
# C14H25N3O8P2

A 3-piece molecular cluster, C14H25N3O8P2 overall in a non-equilibrium geometry (wB97M-V/def2-TZVPD, the Open Molecules 2025 dataset).

Results
SMILES string	[H]/N=C/C[C@@H](C#N)[C@H](C#C)C#N.COP(=O)(OC)OC.COP(=O)(OC)OC
HOMO	-0.3611	hartree
net charge	0

Element x y z (Å)
H (4.0254, -0.3064, -3.4987)
N (3.2139, 0.2021, -3.9025)
C (2.8612, 1.0444, -2.9781)
C (1.6273, 2.0314, -3.1966)
C (0.2151, 1.2838, -3.1441)
C (0.0440, 0.3718, -4.4103)
N (-0.1982, -0.2301, -5.3699)
C (0.0469, 0.3556, -1.8454)
C (-1.1630, -0.6553, -1.9886)
C (-1.9931, -1.5337, -2.2036)
C (-0.2340, 1.2781, -0.5821)
N (-0.0851, 1.9415, 0.3591)
H (3.4277, 1.0738, -1.9928)
H (1.6997, 2.9032, -2.4699)
H (1.7553, 2.4875, -4.2365)
H (-0.5753, 2.0986, -3.1024)
H (0.9595, -0.3029, -1.6581)
H (-2.4637, -2.5255, -2.4562)
C (6.4068, 3.8618, 0.2216)
O (5.8883, 2.7051, 0.8852)
P (5.4112, 2.9742, 2.5127)
O (5.3600, 1.4828, 2.7810)
O (3.9446, 3.5140, 2.0340)
C (3.1845, 2.7205, 1.1304)
O (5.0394, 3.4362, 4.1047)
C (5.3208, 2.5439, 5.1687)
H (6.6418, 3.5958, -0.8092)
H (5.6676, 4.6686, 0.2218)
H (7.3191, 4.1984, 0.7187)
H (3.4817, 1.6704, 1.1433)
H (3.3018, 3.1208, 0.1189)
H (2.1331, 2.7884, 1.4111)
H (6.3545, 2.1962, 5.1225)
H (4.6287, 1.7024, 5.1490)
H (5.1704, 3.0825, 6.1062)
C (-6.7025, -6.0713, 0.8632)
O (-6.9345, -4.6833, 1.1223)
P (-5.5315, -3.6993, 1.0318)
O (-6.2435, -2.5575, 1.7299)
O (-5.6930, -3.5500, -0.5892)
C (-6.9507, -3.1468, -1.1190)
O (-4.0283, -2.9144, 0.9328)
C (-3.7156, -1.8864, 1.8569)
H (-7.6561, -6.5975, 0.9066)
H (-6.2645, -6.2088, -0.1301)
H (-6.0334, -6.4846, 1.6210)
H (-7.5619, -2.6173, -0.3866)
H (-7.4894, -4.0291, -1.4741)
H (-6.7695, -2.4845, -1.9670)
H (-3.8822, -2.2206, 2.8826)
H (-4.3013, -0.9933, 1.6410)
H (-2.6603, -1.6352, 1.7338)

Atomic forces in eV per Å
H -0.524 0.089 -0.623
N -0.050 1.368 2.221
C -0.274 -0.380 -0.765
C 0.984 -0.249 -0.438
C 0.466 -0.524 -0.382
C -0.404 1.132 0.823
N 0.443 0.655 1.187
C -2.316 -0.399 0.829
C 0.210 -0.273 -0.434
C 1.755 0.104 0.016
C 1.898 -0.822 -0.856
N -0.680 -0.769 -1.245
H -0.848 0.242 -1.001
H -0.368 -1.296 -0.659
H -0.293 -0.717 1.339
H 0.716 -1.310 -0.400
H -1.122 1.165 -0.112
H 0.375 1.971 0.569
C 0.003 0.135 -0.386
O 1.958 2.609 1.453
P -6.123 -7.240 0.220
O 1.238 0.883 0.050
O 0.682 1.130 0.869
C -0.078 0.002 -0.618
O 1.367 2.427 -1.600
C 0.524 -0.212 0.331
H -0.026 -0.053 0.098
H 0.040 0.043 -0.046
H 0.041 0.085 -0.218
H 0.159 0.095 0.132
H -0.040 -0.102 -0.016
H 0.164 0.164 0.134
H -0.179 -0.219 0.087
H 0.177 -0.033 -0.292
H 0.087 0.290 -0.220
C -0.226 -0.321 -0.157
O 2.957 -1.879 0.856
P -4.831 8.010 -1.805
O 0.707 -1.179 0.678
O 1.472 -0.589 0.201
C -0.543 -0.375 -0.161
O 0.374 -3.196 -0.419
C 0.181 0.062 0.640
H 0.042 0.113 0.022
H -0.012 -0.075 0.001
H -0.113 -0.194 -0.059
H 0.173 -0.080 0.108
H -0.071 0.111 0.023
H 0.235 -0.093 0.093
H -0.085 0.279 -0.034
H -0.236 -0.234 0.086
H 0.011 -0.349 -0.121